Entry 1:
Below is 11 unconnected molecules or ions with the total composition C14H50O11, with properties calculated with the ωB97M-V functional and the def2-TZVPD basis.

Output
HOMO energy (alpha / beta) = -12.1 / -12.1 eV
Charge = +1
Spin multiplicity = 2
Electronic energy = -37839.364 eV
Relative energy (zero: lowest compared OMol25 entry of this formula, charge and spin) = 0.0000 eV

Geometry as XYZ:
```
75
Properties=species:S:1:pos:R:3:forces:R:3
C 0.13509 0.23546 0.24914 1.185 -0.549 -0.202
C 0.64738 -1.21282 0.45174 -0.938 0.533 -1.226
O 1.58812 -1.36055 1.44965 -0.730 0.087 1.601
H 0.21778 0.86683 1.13381 -0.502 -0.291 0.136
H -0.85464 0.18044 -0.20419 0.017 0.401 0.008
H 0.87721 0.67055 -0.42025 -0.433 0.407 -0.332
H 1.05607 -1.54935 -0.50106 0.070 -0.062 -0.112
H -0.22026 -1.85737 0.59260 -0.144 -0.365 0.621
H 2.47280 -1.45197 1.08829 0.702 -0.497 -0.322
C 2.40677 -0.80847 -2.77522 -0.971 0.381 1.176
C 3.39966 -0.01928 -3.61013 -1.325 -1.272 -1.198
O 4.55760 0.29551 -2.89412 0.478 -0.024 -0.031
H 2.80837 -1.49726 -2.03199 0.838 -0.070 -0.310
H 1.63888 -1.39491 -3.27973 0.124 0.261 -0.622
H 1.86576 -0.10662 -2.14055 -0.221 0.227 -0.038
H 2.93427 0.83831 -4.09598 -0.031 0.339 0.493
H 3.68881 -0.64471 -4.45471 0.010 -0.126 -0.260
H 5.11110 -0.38285 -3.28793 1.029 0.385 0.773
C -0.87269 0.27753 3.54186 1.494 2.977 -0.505
C -2.35107 0.41571 3.21284 3.137 0.557 1.016
O -2.68489 -0.92189 3.46484 -2.609 -1.821 0.094
H -0.61718 0.20885 4.59925 -0.597 -0.973 0.220
H -0.36832 1.23417 3.40571 0.222 0.294 -0.625
H -0.32797 -0.40265 2.88707 -0.207 -0.216 0.234
H -2.51585 0.78840 2.20188 -0.298 -0.552 -0.005
H -2.75670 1.11362 3.94530 -0.592 -0.162 -0.209
H -3.06197 -0.91607 4.34767 -0.492 -0.279 0.068
C -1.31709 3.88441 1.59261 0.205 -0.713 -0.871
C -0.02515 4.21077 2.31756 -0.130 1.071 0.494
O 0.93367 4.67586 1.35718 -0.515 -0.608 -0.124
H -2.19570 3.50718 2.11594 0.351 0.184 0.856
H -1.01042 3.03856 0.97732 -0.253 -0.057 -0.587
H -1.71416 4.66189 0.93996 0.446 0.212 0.041
H 0.33115 3.33739 2.86377 0.174 -0.208 -0.135
H -0.12989 5.01202 3.04910 -0.349 0.032 0.214
H 1.78180 4.75985 1.79900 0.101 -0.031 0.020
C 0.40495 -4.50678 4.38486 0.483 0.509 0.914
C -0.14242 -3.06625 4.33347 -0.642 -3.339 -1.241
O -1.43227 -3.19370 3.72264 2.188 -1.209 1.059
H -0.30912 -5.15857 4.88821 -0.224 -0.003 -0.356
H 1.28305 -4.57557 5.02699 0.135 0.368 -0.024
H 0.71902 -4.90794 3.42126 -0.400 0.229 -0.093
H 0.45962 -2.37421 3.74461 0.178 0.683 -0.404
H -0.24914 -2.62673 5.32520 -0.292 0.487 0.406
H -1.77975 -2.31532 3.55144 -1.280 2.576 -0.668
C -1.72564 1.69225 -5.58696 0.299 0.223 0.558
C -2.42191 0.99710 -4.44886 -0.736 -0.565 1.054
O -1.82302 1.26660 -3.16102 0.736 0.860 -0.451
H -2.35175 1.63852 -6.47757 0.301 -0.428 -0.122
H -0.73008 1.26122 -5.69261 -0.049 0.044 -0.514
H -1.60324 2.76093 -5.41079 -0.008 0.018 0.315
H -2.40741 -0.08953 -4.53323 0.001 -0.101 -0.560
H -3.47216 1.28741 -4.42028 -0.109 0.135 0.075
H -2.18399 0.73121 -2.45063 -0.491 -0.369 -0.321
C -2.93230 -3.02015 -2.70242 0.557 0.153 -0.467
C -2.58559 -2.15378 -1.53102 0.703 0.003 1.160
O -3.38625 -1.01770 -1.42917 -1.379 1.288 -0.738
H -2.29817 -2.78645 -3.55762 -0.195 0.044 -0.158
H -3.97765 -2.89872 -2.98632 0.035 -0.289 0.139
H -2.67263 -4.02962 -2.38362 -0.401 -0.197 -0.407
H -1.56635 -1.76871 -1.56230 0.493 -0.587 -0.120
H -2.70131 -2.78838 -0.65239 0.067 0.151 0.420
H -3.41922 -0.59403 -0.56835 0.243 -0.433 0.149
O 4.00630 -1.85050 0.69762 0.266 -0.020 -0.110
H 4.45618 -2.65732 0.44683 -0.029 -0.306 -0.138
H 4.69315 -1.29942 1.07281 0.190 0.410 0.111
O 2.59560 1.31119 1.98481 0.051 0.001 0.906
H 2.31809 0.39816 1.90994 -0.203 -0.274 0.120
H 2.60977 1.63240 1.08323 0.197 0.439 -0.713
O 0.46909 2.84163 -2.52179 0.862 0.288 0.180
H -0.17144 2.20333 -2.83571 -0.618 -0.398 -0.239
H 0.15042 3.09530 -1.65558 -0.238 0.210 0.200
O 2.93035 2.26421 -0.58193 0.040 -0.061 0.255
H 2.34441 2.80630 -1.11020 -0.340 0.214 -0.291
H 3.47449 1.80511 -1.22175 0.365 -0.223 -0.238
```
Positions in Å, forces in eV/Å.

Löwdin atomic charge list, values in e, 5 entries:
1 C -0.05
2 C -0.31
3 O -0.08
4 H 0.05
5 H 0.07

Entry 2:
Below is 3 unconnected molecules or ions with the total composition C3H8NO3S2, with properties calculated with the ωB97M-V functional and the def2-TZVPD basis.

Output
HOMO energy (alpha / beta) = -5.9 / -2.2 eV
Charge = -1
Electronic energy = -32541.386 eV
Relative energy (zero: lowest compared OMol25 entry of this formula, charge and spin) = 4.7740 eV

Geometry as XYZ:
```
17
Properties=species:S:1:pos:R:3:forces:R:3
C 1.16985 1.34029 1.21149 -0.490 0.164 2.953
C -0.50270 -0.98815 -1.29102 0.785 1.312 0.752
C 0.29578 0.17203 0.75636 0.867 -1.685 -0.951
N 0.36310 -0.06838 -0.50412 -1.080 0.965 0.191
O -2.27839 -1.21246 2.78086 -0.678 0.437 0.035
O -3.68410 -2.92116 1.73569 -0.537 0.105 0.126
O -4.21526 -0.52033 1.30806 -0.359 0.256 0.493
S 4.66746 2.59692 -4.07430 -0.006 0.003 -0.002
S -3.29375 -1.52519 1.78097 1.587 -0.805 -0.662
H 1.69274 1.90636 0.44388 -0.152 -0.553 -0.322
H 0.46777 2.08433 1.72521 0.902 -0.864 -0.464
H 1.92748 1.02526 2.03933 -1.270 0.435 -1.384
H -0.51648 -1.90863 -0.78597 -0.971 -1.480 0.914
H -1.49877 -0.51650 -1.48487 0.845 -0.596 0.265
H 0.00328 -1.24384 -2.21739 -0.018 0.548 -0.319
H -0.20667 -0.54497 1.56595 0.562 1.759 -1.619
H 5.60868 2.32443 -4.99012 0.013 0.001 -0.005
```
Positions in Å, forces in eV/Å.

Löwdin atomic charge list, values in e, 5 entries:
1 C -0.12
2 C -0.12
3 C -0.24
4 N -0.06
5 O -0.39

Entry 3:
Below is a molecular structure, C48H51Br2N7O2PS3SiSn, with properties calculated with the ωB97M-V functional and the def2-TZVPD basis.

Output
HOMO energy = -4.7 eV
Charge = -1
Electronic energy = -260725.469 eV
Relative energy (zero: lowest compared OMol25 entry of this formula, charge and spin) = 0.5625 eV

Geometry as XYZ:
```
116
Properties=species:S:1:pos:R:3:forces:R:3
Sn 0.06906 0.20104 0.08637 0.017 -0.073 0.082
C -1.70450 1.77352 3.25106 0.044 0.043 0.015
C -1.12600 0.39781 3.42250 -0.001 -0.011 -0.006
C -0.97514 -0.14021 4.68471 0.019 -0.005 -0.001
C -0.44968 -1.43376 4.79130 -0.006 -0.006 0.011
C -0.13932 -2.15256 3.67194 -0.004 -0.005 0.007
C -0.36284 -1.59178 2.37338 -0.099 0.000 -0.017
N -0.80211 -0.28331 2.31001 0.060 0.012 -0.035
N -0.18633 -2.19929 1.21144 0.043 -0.042 -0.018
Si 0.47554 -3.78530 1.02513 -0.043 0.014 -0.011
C 0.50334 -4.32680 -0.77296 -0.006 0.061 0.014
C 2.25696 -3.85757 1.62586 0.006 -0.043 -0.009
C -0.54453 -5.07429 1.97732 0.018 0.024 0.006
H -2.75659 1.77222 3.54540 -0.009 -0.007 -0.032
H -1.63107 2.10792 2.22060 -0.010 -0.007 -0.015
H -1.19083 2.49296 3.89257 -0.015 -0.011 0.022
H -1.25242 0.43540 5.55731 -0.004 0.002 0.000
H -0.29430 -1.87516 5.77011 0.002 0.003 0.000
H 0.25640 -3.15418 3.75479 -0.002 -0.016 -0.017
H 1.48640 -4.12662 -1.20193 0.007 0.015 -0.022
H -0.21532 -3.80489 -1.40423 -0.002 -0.021 0.005
H 0.31053 -5.40044 -0.84736 0.018 -0.009 0.002
H 2.84984 -3.14031 1.05128 0.001 0.004 0.000
H 2.67970 -4.85189 1.45276 0.011 0.001 0.010
H 2.36101 -3.62312 2.68787 0.004 0.014 -0.012
H -1.57937 -4.74018 2.09327 -0.011 0.001 -0.018
H -0.14581 -5.27279 2.97509 -0.015 0.016 0.016
H -0.55908 -6.02392 1.43648 0.010 -0.006 0.003
Br -2.24101 4.83704 1.03641 0.005 -0.001 -0.001
C -2.14130 4.01731 -0.66988 -0.030 0.007 0.003
C -2.80791 4.63053 -1.74212 -0.002 0.012 -0.005
C -2.75831 4.08703 -2.99096 0.019 -0.012 0.007
Br -3.69461 4.94832 -4.40545 -0.011 0.003 -0.006
C -2.00828 2.91078 -3.23854 -0.006 0.020 0.004
C -1.85873 2.28843 -4.50082 0.009 -0.009 -0.011
C -1.07040 1.18182 -4.62517 -0.003 0.036 0.004
C -0.41727 0.67502 -3.48402 0.010 0.023 -0.013
N -0.56052 1.21935 -2.30272 0.004 -0.073 0.057
C -1.34071 2.31326 -2.14905 0.016 -0.004 0.017
C -1.42164 2.83801 -0.80128 -0.015 -0.037 0.002
O -0.83644 2.24081 0.18713 0.018 0.007 -0.030
H -3.36638 5.53880 -1.56384 -0.001 0.000 0.000
H -2.36745 2.70833 -5.35844 -0.005 -0.001 -0.001
H -0.92862 0.68626 -5.57606 -0.002 -0.006 -0.001
H 0.23078 -0.19364 -3.55490 -0.017 -0.001 0.015
S 1.00133 -2.47826 -4.87900 0.072 -0.003 -0.072
P 2.57108 -2.19269 -3.68982 0.013 -0.041 0.137
S 2.32246 -1.22831 -1.96143 0.012 0.011 -0.149
C 3.85944 -1.32691 -4.66181 -0.012 0.049 0.004
C 3.86807 0.06545 -4.67196 0.012 -0.013 0.009
C 4.78720 0.75605 -5.44510 0.020 0.003 -0.022
C 5.71601 0.06194 -6.21121 -0.010 0.018 0.006
C 5.71499 -1.32456 -6.20209 -0.006 -0.018 0.001
C 4.78739 -2.01628 -5.43358 0.001 -0.022 -0.031
C 3.36885 -3.80186 -3.31856 -0.007 -0.012 0.013
C 4.40450 -3.84622 -2.38627 -0.005 0.010 0.003
C 5.00418 -5.05191 -2.06223 0.000 -0.012 0.001
C 4.56780 -6.22903 -2.66027 0.008 0.004 0.002
C 3.53552 -6.19087 -3.58427 -0.003 -0.001 -0.006
C 2.93865 -4.97926 -3.91448 0.009 -0.001 -0.019
H 3.15617 0.59933 -4.05344 0.000 -0.004 0.009
H 4.78414 1.83926 -5.44511 0.002 0.001 -0.002
H 6.43972 0.60180 -6.80963 0.001 0.000 -0.001
H 6.43787 -1.87264 -6.79425 0.000 0.000 0.000
H 4.78824 -3.09966 -5.43632 -0.002 -0.001 0.005
H 4.71633 -2.92997 -1.89931 -0.006 0.002 -0.002
H 5.80339 -5.07735 -1.33164 0.000 0.000 -0.001
H 5.02906 -7.17365 -2.39835 -0.002 -0.001 0.001
H 3.18642 -7.10620 -4.04671 0.000 -0.001 0.000
H 2.12455 -4.93297 -4.62728 -0.006 -0.004 0.004
C 3.43088 0.99928 1.54434 -0.041 -0.056 -0.012
N 2.18618 1.73778 1.32201 -0.120 0.090 0.101
C 2.46353 2.86725 0.42751 -0.005 -0.036 -0.036
N 3.47611 3.76595 0.99089 0.004 0.001 -0.006
C 4.69124 2.98294 1.23179 0.008 0.005 0.000
N 4.46362 1.85434 2.13947 0.019 -0.005 -0.008
C 3.94123 2.38752 3.40069 -0.008 0.007 0.011
N 2.70516 3.15509 3.22230 0.008 -0.007 0.008
C 1.71220 2.26928 2.60341 0.031 0.046 -0.004
C 2.98056 4.24708 2.28346 -0.004 0.004 0.005
H 3.78328 0.60479 0.58826 0.007 0.006 0.004
H 3.22833 0.15769 2.21158 0.006 0.007 0.010
H 1.53406 3.41568 0.26288 0.003 0.006 0.004
H 2.81990 2.47512 -0.52841 -0.010 0.006 -0.007
H 5.45181 3.63682 1.66605 0.000 -0.003 0.000
H 5.05953 2.59937 0.27821 -0.002 0.000 -0.001
H 4.69812 3.03652 3.84862 -0.001 -0.002 -0.001
H 3.74412 1.55599 4.08090 0.000 0.000 -0.001
H 0.78873 2.82469 2.42585 0.008 0.000 0.003
H 1.50067 1.43695 3.27947 -0.002 0.002 0.000
H 3.72926 4.91042 2.72411 -0.001 0.001 -0.003
H 2.06034 4.81186 2.12017 0.001 -0.001 0.001
O -2.13320 -0.44136 -0.44640 0.048 0.078 0.024
S -2.00528 -1.76410 -1.17867 -0.008 -0.006 -0.043
C -2.93433 -1.54984 -2.68115 -0.012 -0.008 -0.041
C -4.12656 -0.83683 -2.68873 0.013 0.007 0.013
C -4.76358 -0.62142 -3.89717 -0.008 0.010 -0.011
C -4.20926 -1.11654 -5.07571 0.010 -0.002 -0.002
C -3.01370 -1.81581 -5.05308 -0.020 -0.017 0.018
C -2.35819 -2.03040 -3.84546 -0.059 -0.016 0.035
C -3.08741 -2.87298 -0.29332 0.007 0.029 -0.001
C -3.49718 -2.50606 0.97650 0.028 -0.010 0.011
C -4.26639 -3.39799 1.71122 -0.017 0.000 0.008
C -4.60216 -4.63491 1.17953 0.001 0.000 0.003
C -4.16967 -4.99176 -0.09188 0.002 0.008 -0.001
C -3.40393 -4.10919 -0.83713 0.012 -0.019 0.012
H -4.52278 -0.44054 -1.76200 -0.006 0.004 0.003
H -5.68768 -0.05864 -3.92740 0.000 0.003 0.001
H -4.70955 -0.93646 -6.01899 -0.007 0.003 -0.003
H -2.56707 -2.17276 -5.97200 0.010 -0.009 -0.002
H -1.38853 -2.51822 -3.82091 -0.021 -0.008 -0.005
H -3.19273 -1.54673 1.37512 0.005 0.006 0.002
H -4.58857 -3.12830 2.70883 -0.002 -0.001 -0.001
H -5.19452 -5.32993 1.76094 0.002 -0.001 0.002
H -4.42282 -5.96119 -0.50115 -0.002 0.002 -0.001
H -3.05462 -4.38009 -1.82657 0.003 0.001 -0.004
```
Positions in Å, forces in eV/Å.

Löwdin atomic charge list, values in e, 5 entries:
1 Sn 1.30
2 C -0.05
3 C -0.36
4 C -0.08
5 C -0.09